ORCA calculation (ωB97M-V with the def2-TZVPD basis set) on a 11-piece molecular cluster, C94H201N11O11 overall.

```
317
Properties=species:S:1:pos:R:3:lowdin_charge:R:1
C 0.02356 0.98733 -1.39352 -0.05
C -0.88230 0.22419 -0.43557 -0.38
C -0.08122 -0.00750 0.85537 -0.19
O 0.31879 1.23557 1.39599 -0.22
C 1.04956 1.02441 2.60821 -0.07
N -2.13039 0.93807 -0.21784 0.10
H 0.09605 2.03752 -1.08999 0.07
H -0.60976 1.04412 -2.32146 0.08
H 0.89798 0.51652 -1.66568 0.03
H -1.08238 -0.74286 -0.93051 0.13
H 0.83015 -0.60316 0.64650 0.13
H -0.63944 -0.61920 1.51793 0.10
H 2.02304 0.50213 2.45033 0.09
H 0.48702 0.36798 3.24871 0.07
H 1.09020 1.98745 3.21388 0.10
H -2.00026 1.84164 0.26062 0.06
H -2.69106 0.40158 0.40905 0.05
C 7.18965 1.89510 5.14127 -0.01
C 6.10110 2.98727 4.82463 -0.54
C 5.40443 2.65800 3.54995 -0.15
C 4.22640 3.60745 3.23352 -0.16
C 3.31274 3.64179 4.45302 -0.15
C 4.00078 3.81340 5.79721 -0.53
N 5.14823 2.99130 5.89575 -0.12
O 5.70993 3.09244 7.17387 -0.01
C 4.22852 5.32958 5.91718 -0.03
C 2.97719 3.45665 6.89160 -0.04
C 6.83770 4.32642 4.67952 -0.01
H 7.90611 2.32670 5.80144 0.07
H 7.60196 1.58744 4.12471 0.10
H 6.70472 0.95245 5.48225 0.06
H 6.12888 2.66806 2.73557 0.11
H 4.85712 1.71699 3.71337 0.13
H 3.55398 3.18810 2.48023 0.10
H 4.60120 4.61145 2.93370 0.11
H 2.82752 2.71043 4.33545 0.08
H 2.47960 4.35777 4.46249 0.12
H 4.93237 5.58293 6.69557 0.08
H 4.43136 5.83879 5.03000 0.05
H 3.31170 5.77252 6.40264 0.10
H 2.78028 2.35579 6.96786 0.08
H 3.26733 3.72642 7.94675 0.10
H 2.02106 3.88076 6.62662 0.07
H 7.76460 4.09973 4.11781 0.10
H 7.03480 4.83567 5.57295 0.07
H 6.17442 4.91259 3.98672 0.08
H 5.56804 2.20612 7.61789 0.12
C 3.97197 -4.24373 4.81078 -0.02
C 4.15201 -2.77976 4.68878 -0.52
C 2.82211 -2.05209 4.66565 -0.15
C 2.25962 -1.85859 6.06361 -0.17
C 3.28409 -1.04628 6.90608 -0.11
C 4.70558 -1.78893 6.98950 -0.45
N 5.04803 -1.98920 5.53229 -0.06
O 6.33503 -2.64150 5.48377 0.00
C 5.76827 -0.86392 7.61546 -0.03
C 4.48856 -3.02761 7.90295 -0.02
C 4.76115 -2.48291 3.26353 -0.02
H 3.53926 -4.56424 3.89541 0.06
H 3.39415 -4.56380 5.71237 0.10
H 4.90499 -4.79560 4.80526 0.09
H 2.92077 -1.03773 4.26589 0.11
H 2.21829 -2.58670 3.94283 0.11
H 2.16326 -2.78113 6.55112 0.07
H 1.24266 -1.30504 6.04527 0.14
H 2.91027 -0.84722 7.92561 0.12
H 3.36683 -0.09840 6.36195 0.10
H 6.59126 -1.48541 7.92908 0.08
H 5.98950 -0.13379 6.86375 0.04
H 5.52611 -0.32553 8.56310 0.10
H 4.21287 -2.60906 8.87982 0.09
H 3.73456 -3.70070 7.56720 0.05
H 5.36005 -3.61564 8.13270 0.08
H 4.88807 -1.41946 3.09885 0.07
H 4.13360 -2.89149 2.39414 0.09
H 5.74261 -2.89607 3.18313 0.07
H 6.89289 -1.93568 5.41667 0.04
C 1.13606 -3.67629 -5.58605 -0.02
C 1.06783 -2.75589 -6.85743 -0.52
C -0.21695 -3.06158 -7.62175 -0.14
C -1.39954 -2.59852 -6.82301 -0.17
C -1.18913 -1.07090 -6.61261 -0.12
C 0.10471 -0.69779 -5.88236 -0.53
N 1.12876 -1.35443 -6.59304 -0.08
O 2.31976 -1.09248 -5.80998 -0.05
C 0.33073 0.80063 -6.13476 -0.01
C -0.08658 -1.08671 -4.40827 0.01
C 2.29754 -3.07712 -7.69399 -0.04
H 1.94201 -3.55062 -4.89423 0.07
H 1.22811 -4.68581 -5.94971 0.08
H 0.21050 -3.74793 -5.02738 0.06
H -0.28386 -2.52228 -8.62536 0.15
H -0.20248 -4.12959 -7.80761 0.12
H -1.52035 -3.13394 -5.88705 0.09
H -2.31582 -2.89141 -7.33835 0.11
H -2.06639 -0.62391 -6.22949 0.09
H -1.14054 -0.60940 -7.59232 0.11
H -0.43186 1.45898 -5.74425 0.06
H 1.22909 1.11580 -5.61417 0.06
H 0.43724 0.83495 -7.21711 0.09
H 0.86214 -1.43099 -4.04435 0.05
H -0.51262 -0.26568 -3.83121 0.05
H -0.85278 -1.84917 -4.40037 0.07
H 2.36533 -4.13318 -8.01427 0.09
H 3.29574 -2.83643 -7.21274 0.10
H 2.28502 -2.49944 -8.59698 0.07
H 2.90600 -0.54274 -6.36835 0.12
C -5.72528 1.41901 -1.55641 -0.01
C -5.98666 2.55245 -2.62751 -0.48
C -5.18457 3.87780 -2.34609 -0.13
C -3.71425 3.68067 -2.58920 -0.17
C -3.45701 3.17206 -4.06512 -0.13
C -4.27989 1.96005 -4.45485 -0.50
N -5.70876 2.21244 -4.02073 -0.09
O -6.49370 1.07141 -4.32324 -0.04
C -4.24526 1.72025 -5.99599 -0.04
C -3.63730 0.70161 -3.85100 -0.03
C -7.48979 2.91557 -2.47857 -0.04
H -6.35725 1.77053 -0.74875 0.08
H -4.71043 1.34566 -1.31486 0.02
H -6.21373 0.48246 -1.79561 0.06
H -5.59303 4.63356 -3.09933 0.14
H -5.39988 4.25837 -1.36809 0.09
H -3.28305 2.89700 -1.94074 0.09
H -3.13332 4.60455 -2.45952 0.10
H -2.35878 2.94234 -4.27907 0.11
H -3.74993 3.96077 -4.76219 0.12
H -4.49499 0.67700 -6.29029 0.08
H -4.89573 2.43078 -6.58015 0.09
H -3.17193 1.90898 -6.33903 0.09
H -4.10526 -0.23544 -4.20723 0.09
H -2.58583 0.68870 -4.19313 0.07
H -3.57547 0.80390 -2.81860 0.02
H -8.11281 2.04163 -2.65874 0.08
H -7.71604 3.64545 -3.28642 0.10
H -7.61480 3.26252 -1.48965 0.06
H -6.76368 1.23414 -5.24841 0.11
C -4.55486 -3.26041 -2.71463 -0.01
C -4.91837 -2.80245 -1.28267 -0.48
C -6.32129 -2.13267 -1.27146 -0.11
C -7.43814 -3.18081 -1.34785 -0.16
C -7.19472 -4.27370 -0.33620 -0.15
C -5.88595 -4.95692 -0.48754 -0.51
N -4.85394 -3.91585 -0.31870 -0.05
O -3.58570 -4.58976 -0.51315 -0.04
C -5.71955 -5.86306 0.71026 -0.03
C -5.80301 -5.85912 -1.76855 -0.01
C -3.87871 -1.81228 -0.88132 -0.04
H -3.89842 -4.15754 -2.76762 0.09
H -4.00107 -2.40910 -3.13862 0.07
H -5.33564 -3.37866 -3.40199 0.05
H -6.42620 -1.59808 -0.35760 0.09
H -6.35867 -1.42424 -2.07475 0.10
H -7.38413 -3.55275 -2.34313 0.08
H -8.47846 -2.73265 -1.26106 0.14
H -8.06301 -4.96854 -0.40479 0.14
H -7.25386 -3.86824 0.66016 0.11
H -5.84083 -5.26046 1.60886 0.07
H -6.45296 -6.66525 0.76069 0.09
H -4.73725 -6.36100 0.76121 0.09
H -4.84011 -6.30678 -1.77582 0.07
H -6.39266 -6.71803 -1.66680 0.06
H -6.12504 -5.42269 -2.74883 0.09
H -2.88783 -2.22593 -1.09063 0.09
H -3.95524 -1.55804 0.16555 0.07
H -4.05493 -0.87993 -1.39874 0.06
H -3.09441 -4.34075 0.25686 0.04
C 5.47761 1.05344 0.61779 -0.05
C 4.91092 0.65476 -0.75284 -0.50
C 5.87050 1.16761 -1.86308 -0.14
C 5.67828 0.47288 -3.14501 -0.20
C 5.72318 -1.03720 -3.02564 -0.12
C 4.68028 -1.52619 -2.02970 -0.49
N 4.93138 -0.83398 -0.74306 -0.03
O 3.89614 -1.36559 0.20120 -0.06
C 3.16841 -1.33171 -2.44096 -0.01
C 4.91255 -3.00363 -1.74408 -0.03
C 3.54336 1.32110 -0.81255 -0.04
H 5.56529 2.17126 0.64336 0.09
H 6.49590 0.63656 0.71718 0.10
H 4.71880 0.76719 1.29486 0.05
H 5.81237 2.24004 -1.94643 0.11
H 6.91755 1.03671 -1.52085 0.13
H 6.37313 0.75741 -3.88232 0.10
H 4.69061 0.73503 -3.57188 0.10
H 6.70514 -1.50382 -2.71809 0.15
H 5.40438 -1.50415 -3.94087 0.11
H 3.06204 -0.50126 -3.22775 0.08
H 2.76790 -2.16209 -2.96329 0.04
H 2.51189 -0.99841 -1.56516 0.08
H 4.16398 -3.53462 -1.27345 0.01
H 5.04362 -3.55383 -2.68254 0.10
H 5.76101 -3.03069 -1.08181 0.09
H 2.86400 0.71098 -0.16278 0.07
H 3.11381 1.27379 -1.83841 0.06
H 3.62231 2.39043 -0.42166 0.11
H 4.46009 -1.41961 0.97123 0.04
C -0.96650 -6.95984 0.15639 -0.01
C 0.08820 -6.63291 -0.97546 -0.51
C -0.17582 -5.26064 -1.59335 -0.12
C 0.14766 -4.16240 -0.57150 -0.16
C 1.64125 -4.23130 -0.27450 -0.14
C 1.98011 -5.54096 0.39268 -0.49
N 1.47670 -6.69527 -0.45669 -0.07
O 1.71397 -7.83574 0.37975 -0.05
C 3.50072 -5.60310 0.50433 -0.03
C 1.38132 -5.58675 1.78732 -0.03
C 0.05777 -7.72098 -2.02859 -0.05
H -1.21778 -6.02339 0.57113 0.02
H -0.60052 -7.70555 0.89953 0.10
H -1.82952 -7.32113 -0.35439 0.07
H 0.36532 -5.15597 -2.52771 0.11
H -1.27310 -5.21991 -1.83318 0.13
H -0.47323 -4.35983 0.30537 0.09
H -0.17044 -3.24579 -1.03300 0.10
H 1.96244 -3.35348 0.29014 0.11
H 2.10778 -4.02233 -1.20258 0.09
H 3.84888 -4.73414 0.97620 0.04
H 3.88554 -6.44556 1.14180 0.10
H 4.02694 -5.61258 -0.47381 0.09
H 1.47903 -4.64402 2.34390 0.08
H 0.30884 -5.83349 1.73443 0.06
H 1.89277 -6.39319 2.36705 0.10
H -0.04939 -8.68406 -1.51543 0.08
H 0.85778 -7.64841 -2.82037 0.11
H -0.91568 -7.71506 -2.46272 0.06
H 2.30540 -8.41728 -0.14576 0.12
C -2.62463 -3.74596 2.71564 -0.02
C -3.38191 -2.89065 3.75041 -0.48
C -2.38693 -1.75369 4.16335 -0.12
C -3.14172 -0.48169 4.69342 -0.15
C -4.18766 -0.04637 3.65772 -0.17
C -5.22161 -1.08016 3.47338 -0.53
N -4.54881 -2.28508 3.01419 -0.05
O -5.53271 -3.29616 2.57945 -0.06
C -6.12341 -1.30269 4.72542 -0.01
C -6.09394 -0.58271 2.28293 -0.01
C -3.79805 -3.70349 4.95340 -0.04
H -3.09715 -4.67677 2.69987 0.06
H -1.64917 -3.92904 3.13395 0.09
H -2.68779 -3.29208 1.74597 0.06
H -1.73173 -2.18664 4.99279 0.14
H -1.78124 -1.47054 3.30083 0.09
H -2.30952 0.22420 4.99705 0.12
H -3.66910 -0.73058 5.68975 0.11
H -3.64594 0.17981 2.72164 0.11
H -4.68773 0.83721 3.90119 0.10
H -6.74338 -0.39287 4.75851 0.08
H -6.80227 -2.14213 4.69089 0.08
H -5.60575 -1.32515 5.74008 0.09
H -5.46817 -0.17936 1.44473 0.09
H -6.66811 -1.40977 1.93386 0.06
H -6.70540 0.22579 2.63673 0.08
H -3.05476 -4.47572 5.25147 0.10
H -4.71299 -4.25930 4.83812 0.08
H -3.90735 -3.13805 5.86209 0.07
H -5.47416 -3.30350 1.61149 0.04
C 0.30840 4.57565 0.80237 -0.02
C -0.91671 5.10287 1.60104 -0.48
C -1.52384 6.36830 0.91252 -0.12
C -2.84504 6.87238 1.51940 -0.14
C -3.76881 5.61762 1.46471 -0.15
C -3.31249 4.30386 2.06351 -0.50
N -1.93147 4.02083 1.61714 -0.06
O -1.53326 2.88009 2.39094 -0.05
C -3.32590 4.47206 3.64937 -0.01
C -4.34297 3.27898 1.67329 -0.02
C -0.29019 5.51952 2.96552 -0.04
H 0.78626 3.79114 1.37865 0.06
H 1.02970 5.40682 0.76105 0.09
H 0.02024 4.23249 -0.19468 0.07
H -0.72505 7.12441 0.90033 0.12
H -1.70487 5.92680 -0.11228 0.13
H -3.26598 7.63545 0.92510 0.09
H -2.80293 7.20196 2.54074 0.10
H -3.93926 5.50620 0.42753 0.09
H -4.69991 6.00107 1.87874 0.12
H -4.44479 4.66958 3.81455 0.11
H -2.94733 3.63392 4.21445 0.07
H -2.79392 5.31556 4.08649 0.05
H -5.24477 3.79358 1.82943 0.07
H -4.13743 2.91632 0.62141 0.09
H -4.33450 2.39353 2.34755 0.07
H -1.00784 6.02398 3.56790 0.04
H 0.52256 6.24635 2.89442 0.08
H 0.12098 4.62049 3.48352 0.08
H -1.06937 2.28144 1.77635 0.04
C 3.07004 5.55559 -2.83178 -0.04
C 2.64771 4.49291 -3.81881 -0.49
C 1.44745 3.64500 -3.34992 -0.14
C 0.10620 4.35918 -3.29488 -0.17
C -0.15905 4.84255 -4.72169 -0.13
C 0.96265 5.75236 -5.31177 -0.51
N 2.19415 5.09528 -5.13072 -0.08
O 3.27007 5.94904 -5.63258 -0.01
C 0.70598 5.82751 -6.85126 -0.04
C 0.93804 7.17513 -4.62967 0.00
C 3.83497 3.54296 -4.03950 -0.03
H 3.62701 6.37164 -3.30126 0.08
H 3.74774 5.05579 -2.06905 0.10
H 2.24736 6.02483 -2.34432 0.06
H 1.43436 2.78541 -4.05901 0.11
H 1.70443 3.15223 -2.38973 0.10
H 0.16838 5.20965 -2.56549 0.12
H -0.59540 3.63230 -2.91692 0.08
H -1.11029 5.44668 -4.83823 0.14
H -0.17295 3.93181 -5.32656 0.10
H 1.48872 6.23746 -7.54441 0.09
H 0.36492 4.87575 -7.29924 0.08
H -0.16089 6.44808 -7.04280 0.07
H 1.84733 7.24043 -4.08803 0.04
H 0.98948 8.01039 -5.34278 0.09
H 0.10125 7.29874 -3.97044 0.07
H 4.15293 3.13432 -3.04868 0.07
H 4.62924 4.09620 -4.49955 0.07
H 3.49000 2.67617 -4.68202 0.10
H 3.84307 5.35191 -6.05675 0.06
```

* SMILES: CC1(C)CCCC(C)(C)N1O.CC1(C)CCCC(C)(C)N1O.CC1(C)CCCC(C)(C)N1O.CC1(C)CCCC(C)(C)N1O.CC1(C)CCCC(C)(C)N1O.CC1(C)CCCC(C)(C)N1O.CC1(C)CCCC(C)(C)N1O.CC1(C)CCCC(C)(C)N1O.CC1(C)CCCC(C)(C)N1O.CC1(C)CCCC(C)(C)N1O.COC[C@H](C)N
* E_HOMO: -8.30 eV
* charge: 0
* molecular weight: 1661.708 g mol⁻¹
* calculated total energy: -139636.65468 eV
* energy relative to the best compared isomer or geometry (same formula, charge and spin): 0.269 eV
* largest force on an atom: 4.56 eV Å⁻¹